Entry 1:
20
Properties=species:S:1:pos:R:3:forces:R:3 method="wB97M-V/def2-TZVPD" gap_ha=0.3934 lumo_ev=0.6844 energy_ha=-402.56205 e_above_lowest_kj_mol=48.26
H -1.19276 1.07202 1.04460 0.3 0.3 0.6
N -1.36510 -0.99636 1.28311 0.9 0.5 0.7
O 0.56475 -2.87897 1.00630 -0.4 0.9 0.4
H 1.04273 2.25845 0.74909 0.2 -0.2 0.1
C 0.61002 0.16946 0.26093 -0.7 -0.3 0.9
C 0.93605 1.60087 -0.11567 -0.7 0.3 -0.4
H -2.01009 -0.90623 2.05541 -0.4 -0.4 -0.2
H 1.72254 1.81359 -0.83518 0.3 -0.5 0.1
H -0.02744 0.68068 -3.25979 0.0 0.5 -0.5
H 1.35716 -0.44404 0.77078 0.6 0.5 -0.4
H 1.13042 -2.77183 1.78344 0.0 -0.3 -0.3
C -0.53612 0.23895 1.32021 -0.4 -0.7 -1.4
O -0.06423 1.33121 -3.99376 -0.1 -0.5 0.7
H -0.18393 -2.21337 1.19994 0.5 -0.9 -0.2
H -1.83979 -1.08602 0.39742 -0.2 0.1 0.0
O 0.15876 -0.57626 -0.86817 0.3 0.6 -0.2
H -0.06356 0.28544 2.29976 -0.3 0.5 0.1
H 0.01178 1.95035 -0.59877 0.2 0.1 0.0
H 0.54035 -1.44892 -0.73847 -0.1 -0.4 -0.1
H -0.79155 1.92101 -3.76116 0.1 -0.1 0.0



Entry 2:
23
Properties=species:S:1:pos:R:3:forces:R:3 method="wB97M-V/def2-TZVPD" gap_ha="0.3268 / 0.0759" lumo_ev="-7.4067 / -14.2342" energy_ha=-329.29395 charge=+2 spin_multiplicity=2 s_squared=0.7535 e_above_lowest_kj_mol=119.91
H -0.71693 1.86022 4.86479 0.5 0.0 0.4
O -0.15880 1.09636 4.68859 -1.7 -0.6 -1.5
H 2.19751 1.33923 -0.19884 0.0 -0.1 -0.1
H 0.67339 1.16177 5.10299 1.2 0.6 1.0
H 0.55677 -2.31036 -0.18108 0.0 -0.1 0.6
H -2.16271 -0.99845 -0.66589 0.0 -0.6 0.1
H 0.53094 0.75919 -3.31694 -0.1 0.2 0.0
H -0.91741 -2.93807 0.66748 -0.3 0.0 -0.2
H 0.10325 0.49127 0.81299 0.0 -0.4 0.1
H -0.97525 0.43935 -2.70322 0.1 -0.1 0.0
H 1.02606 2.36152 -0.91446 0.1 0.2 -0.6
C 0.73445 0.24671 -1.22275 -1.3 -0.4 -0.8
C -0.52115 -2.43666 -0.23748 1.5 0.3 -0.8
H -0.71399 -2.76529 -1.25285 -0.7 -0.3 0.2
C 1.61417 1.46802 -1.11960 -0.1 -0.3 1.3
H 0.16879 -0.77720 -2.97472 -0.5 -0.1 -0.4
C -1.33188 -1.02501 0.04612 -0.9 1.3 0.3
N 0.01348 0.17540 -2.65314 1.0 0.1 0.6
C -0.34611 0.15260 -0.12246 1.4 0.1 -0.2
H -1.07913 0.96159 -0.36331 -0.5 -0.2 0.1
H 2.35018 1.54380 -1.91141 -0.2 0.2 -0.3
H -1.73650 -1.00143 1.05495 -0.1 0.2 0.0
H 1.30202 -0.67545 -1.27788 0.4 0.1 0.3



Entry 3:
117
Properties=species:S:1:pos:R:3:forces:R:3 method="wB97M-V/def2-TZVPD" gap_ha=0.1847 lumo_ev=-5.1758 energy_ha=-10717.16230 charge=+1 e_above_lowest_kj_mol=142.24
C 19.08548 15.11320 9.72497 -0.3 -0.1 0.8
C 9.30805 12.82640 8.72832 -0.2 -1.2 -0.7
H 19.29678 13.83535 7.37633 -0.1 0.2 0.0
H 17.28747 18.52545 10.78284 -0.2 -0.4 0.0
C 20.82831 11.65544 12.73374 0.3 -1.5 0.5
S 13.60747 12.28741 12.22223 0.4 0.1 -1.0
H 15.07432 18.67863 6.61611 -0.4 -0.4 -0.1
H 20.12664 8.77062 10.24971 0.5 -0.4 0.3
C 17.85266 15.63526 9.00892 0.3 0.5 -0.9
Ge 17.28936 13.17330 10.81536 1.0 0.0 1.2
H 20.05594 13.32540 13.82675 -0.2 0.3 0.1
C 9.19026 14.13892 9.14152 1.7 1.3 0.8
N 11.74121 13.09372 8.45771 -2.5 -0.7 -1.1
S 15.85283 14.83655 11.40839 -0.4 -0.7 0.1
C 10.54905 12.35687 8.34835 2.1 0.3 1.0
C 14.86673 9.06806 15.38047 -0.4 0.3 0.7
H 13.71064 19.65311 11.18529 0.5 0.7 0.4
H 14.17828 8.22301 15.23683 0.4 0.3 -0.1
C 14.45053 18.51386 12.79576 0.7 0.0 -0.1
H 14.18737 20.64201 12.67215 0.1 -0.5 -0.9
H 17.79459 7.56802 15.91716 0.2 -0.6 -0.1
C 17.67972 17.50301 10.68771 0.5 1.0 0.0
C 13.31279 17.68713 12.81156 1.1 0.3 -0.4
C 16.16618 8.85443 15.81432 0.5 -0.6 -0.2
C 16.23755 17.42233 8.60325 1.1 -1.0 0.6
H 18.60594 12.08815 16.18739 -1.7 0.3 0.3
H 20.91129 7.06816 12.06571 -0.3 0.3 0.1
H 11.29992 16.15312 13.19651 0.7 -0.7 -0.4
S 16.57330 11.52348 9.49972 -1.1 0.4 0.0
H 10.22469 15.92721 9.64762 0.5 0.0 -0.3
C 16.56751 11.22707 16.05997 -0.4 0.0 -0.3
H 12.51842 11.46392 15.81396 -0.1 0.8 0.5
C 19.08856 13.85960 10.38693 0.4 0.2 0.1
H 20.50860 10.02083 8.60511 -0.3 1.1 -0.1
C 14.49118 16.20766 14.37722 -0.5 0.5 -0.3
H 18.05277 13.69900 6.11616 0.0 0.1 0.6
C 12.87217 10.65412 15.22455 0.0 -1.2 -0.8
C 14.83741 17.60129 6.55349 1.1 0.0 -0.3
C 14.60286 12.75315 15.90816 -0.4 1.1 0.7
O 8.10168 14.78632 9.54215 -0.8 0.1 0.2
C 10.36392 14.92888 9.24854 -0.5 -1.3 -1.0
H 18.04466 9.74256 16.44907 -0.2 -0.1 -0.1
C 14.46984 19.80648 11.98199 -1.6 -0.7 0.9
C 17.51460 12.34254 16.46173 1.5 -1.0 -1.0
H 16.26497 15.32019 6.00292 -0.1 -0.6 -0.9
C 20.41122 9.51625 10.98675 0.2 0.6 0.0
H 21.81573 13.40156 13.47232 -0.7 0.0 0.1
C 12.21066 15.60976 13.54859 -2.3 0.1 1.7
C 15.91740 16.87487 7.36178 -1.2 0.4 0.7
C 15.59591 18.13144 13.51986 0.6 1.2 -0.4
C 14.35889 10.37168 15.39300 -0.7 -0.5 0.0
C 13.68124 14.29125 17.59293 0.3 1.9 -0.8
C 16.87757 16.73252 15.19877 -0.5 -0.4 0.0
H 14.98855 17.30272 5.50586 -0.6 0.1 0.2
C 16.52039 15.69160 6.95880 0.5 0.6 1.1
H 21.26485 12.38214 14.71710 -0.1 -0.6 0.8
C 13.84505 15.36733 16.64510 0.1 -1.5 1.5
H 19.01559 11.01174 8.89927 0.7 0.1 -0.7
H 21.85254 7.68145 13.43954 -0.2 0.0 0.0
C 21.35593 15.43517 10.40607 0.4 0.1 0.9
C 15.20347 11.41763 15.70041 0.7 0.5 0.4
H 8.45443 12.13807 8.69257 0.3 0.4 -0.1
H 12.58614 10.88658 14.18695 0.2 -0.1 0.3
C 14.35725 15.08857 15.38044 -0.8 2.1 -0.2
H 16.56708 16.29996 16.17327 0.2 0.7 -0.3
H 17.48287 12.46112 17.51584 0.0 0.1 1.2
H 20.25487 16.96770 9.43092 -0.1 -1.0 0.0
C 11.56175 14.36043 8.77254 -1.5 0.6 1.3
C 20.29852 13.31292 10.99061 -1.2 1.0 -1.6
H 16.35023 6.82756 15.12620 0.2 -0.2 0.2
Bi 14.12295 12.14199 9.76380 0.5 0.0 1.1
H 16.42564 7.01581 16.93143 0.2 0.1 -0.7
H 22.20691 16.09373 10.51238 0.2 -0.2 -0.1
H 17.50080 17.63422 15.27978 -0.3 -0.3 0.3
H 13.58374 16.35713 16.99741 0.2 0.2 -0.4
H 13.42986 14.50388 18.65752 -0.2 -0.3 -1.1
H 15.42821 19.99924 11.54931 0.6 0.2 -0.2
H 21.54668 10.11551 14.09821 -0.2 0.3 -0.6
H 17.84457 12.91373 7.69956 0.0 0.1 -0.1
C 20.27221 10.82019 10.52664 0.6 0.2 0.9
C 17.01989 9.92032 16.12384 -0.5 0.1 -0.2
Ge 15.39791 13.47747 13.20612 0.1 -0.7 -0.8
H 15.75249 18.29525 8.99389 -0.3 0.5 -0.2
H 7.29420 14.26924 9.65017 0.2 -0.3 -0.2
H 11.92914 15.43937 14.62277 0.3 -0.3 -0.8
C 18.21800 13.81385 7.20674 -0.3 0.6 -0.3
C 17.23242 16.85601 9.41561 0.3 -0.8 -0.7
H 13.79913 17.42573 6.89381 0.7 0.0 -0.3
H 18.78016 17.62705 10.72486 -0.7 -0.2 0.1
C 21.00776 9.23579 12.22267 -0.9 1.2 -1.2
H 17.53124 15.94892 14.80033 -0.1 0.0 -0.4
C 15.64777 17.00564 14.33183 -0.3 -0.2 0.3
C 20.96655 12.74823 13.76428 1.0 0.4 -1.3
C 14.68266 13.81404 15.00650 1.1 -1.3 -0.2
C 17.50904 15.07812 7.74207 0.3 -0.6 0.3
H 12.43716 17.91458 12.18453 0.4 0.0 0.4
H 22.37458 13.86318 11.33772 -0.6 -0.3 0.1
C 21.38283 14.16611 10.97794 1.2 -0.1 -0.2
C 16.71701 7.44625 15.94511 -0.4 0.6 0.6
H 16.50668 18.80402 13.49066 -1.2 -0.8 0.0
C 20.45997 11.90424 11.41254 -0.5 -0.1 0.3
C 13.35958 16.52155 13.54946 1.4 -0.2 0.7
H 20.60414 11.85820 8.69862 0.1 0.2 -0.4
C 21.55520 7.88591 12.40650 1.0 -1.5 0.7
H 12.26246 9.79419 15.52524 0.3 -0.1 -0.1
C 13.99707 13.03193 17.16823 0.1 -1.7 -0.3
Br 13.04099 15.50526 8.75794 0.8 -0.2 0.2
C 20.24193 15.92663 9.81556 -1.2 0.5 -1.0
C 20.11459 10.96807 9.05186 -1.2 -1.0 0.2
H 17.30614 13.31144 16.05408 -0.3 0.4 -0.5
H 17.36247 16.91077 11.53840 0.1 0.1 0.3
H 13.72947 12.15394 17.78366 0.6 0.6 -0.1
H 22.48726 7.71548 11.83123 -0.4 0.5 0.1
H 12.35526 14.61935 13.10303 -0.1 0.4 -0.2
S 17.23796 12.25753 12.90588 -0.1 0.2 -0.1
H 10.70831 11.30153 8.07298 -0.2 0.7 0.1
C 21.14847 10.32362 13.08639 0.3 -0.1 0.7



Entry 4:
19
Properties=species:S:1:pos:R:3:forces:R:3 method="wB97M-V/def2-TZVPD" gap_ha=0.2689 lumo_ev=3.5453 energy_ha=-385.75589 charge=-1 e_above_lowest_kj_mol=12.48
H 0.98541 1.03379 -0.82400 0.7 0.3 -0.5
C 0.32487 -0.07008 0.84986 -1.1 -0.4 0.0
H 0.25769 -1.52435 -1.27211 0.2 0.0 -0.1
H -1.33409 -0.83323 -1.42566 -0.1 0.1 -0.3
H 0.95638 -0.95732 0.76977 0.8 0.4 0.0
H -1.69874 0.07439 1.61609 -0.5 0.2 0.2
O -0.73989 0.57709 -3.53554 0.0 -0.2 0.1
H 1.23492 0.49363 2.69809 0.3 0.0 0.4
H 1.63356 1.58187 1.34679 0.2 -0.1 0.1
O 1.17423 -0.59897 -3.44049 0.1 -0.3 0.1
H 0.09582 1.70024 2.14796 -0.2 -0.2 -0.2
C 0.10667 0.49133 -0.55053 -1.1 -0.6 0.6
C 0.07880 -0.20508 -2.98712 -0.2 0.7 -0.5
H -1.36342 -1.53697 0.92771 0.0 0.3 -0.4
H -0.62628 -1.12640 2.41733 -0.4 0.3 0.2
C 0.85142 0.98255 1.81228 0.3 0.0 -0.1
C -0.94624 -0.68220 1.46605 0.7 -0.6 0.2
C -0.27347 -0.61038 -1.55124 0.2 -0.1 0.5
H -0.71763 1.21008 -0.46524 0.1 0.2 -0.3



Entry 5:
106
Properties=species:S:1:pos:R:3:forces:R:3 method="wB97M-V/def2-TZVPD" gap_ha=0.1108 lumo_ev=-3.6134 energy_ha=-3277.13436
C -3.46188 0.67420 -1.10100 -0.3 -0.1 0.0
H 0.41476 -0.33467 1.74409 0.0 -0.2 -0.2
C 1.69928 3.03751 1.81046 0.3 0.3 -0.1
H 2.74155 -2.06771 0.90594 0.4 -0.1 0.0
H -2.62064 0.75109 -3.66930 0.2 0.2 0.1
H -3.93590 -2.53530 1.99923 0.2 0.1 -0.4
H 5.11488 -1.47301 3.67152 -0.1 0.2 -0.1
N -3.78893 -4.54996 0.22227 -1.6 -1.3 -0.7
N 0.74440 -1.07343 -1.51454 0.3 -0.5 0.1
H 1.82510 -3.69936 -0.93687 0.2 0.2 -0.2
H 2.72110 5.13744 0.52696 -0.1 0.0 -0.1
H 0.52970 -4.16810 -5.01886 0.2 0.1 0.1
H -0.09615 1.08370 -0.87750 -0.1 0.1 0.1
C -2.03169 0.43999 -1.60943 -0.1 -0.5 0.4
H -3.67970 0.05910 -0.21508 0.0 0.1 -0.2
H 4.06463 -2.74161 1.87048 0.0 0.3 -0.2
C -1.91841 -1.82015 1.65306 0.4 -0.4 0.1
C -4.95866 4.56991 3.55700 -1.6 -0.5 1.2
C 3.33742 -0.86750 2.58783 -0.4 0.1 0.1
H 4.53517 3.73034 -0.14307 0.0 -0.2 -0.2
H 2.76067 -4.52186 -2.19337 -0.2 0.4 0.1
H 5.33203 -0.00945 2.67848 0.0 -0.1 0.1
H -4.20257 0.46561 -1.88461 0.1 0.1 0.3
H 2.19488 -4.48762 -4.47533 -0.2 0.1 0.0
C 2.16674 4.73642 -0.32891 0.1 0.3 0.3
H 1.18351 3.02869 3.90111 0.3 -0.2 -0.2
C -2.70291 -3.95905 0.92881 0.8 0.7 0.0
C -1.39507 -4.38591 0.60322 -0.7 0.5 0.1
C -2.88288 -1.87073 -2.14261 0.2 -0.1 -0.1
C -2.85001 4.74622 2.27176 -0.4 -0.3 1.7
C 2.67454 0.46972 2.17091 0.1 0.0 -0.2
C 2.64780 0.06752 -1.51823 -0.1 0.0 -0.6
H -0.89338 1.08584 -3.36196 -0.2 0.1 0.1
C -2.76355 4.34546 4.65578 1.6 -0.4 2.6
H 1.35077 4.05859 1.73415 0.3 -0.3 -0.2
C -0.36397 -3.47591 0.70507 -0.3 0.4 0.2
H 4.37581 2.19802 -1.02901 0.0 0.1 0.1
H 2.45825 5.31151 -1.21987 -0.1 -0.2 0.2
C 2.26121 1.24876 3.26548 0.1 0.5 0.1
H -1.41538 2.16252 -0.47174 0.0 -0.1 -0.1
C -0.64761 -2.13030 1.08538 -0.3 0.3 0.1
C -1.74663 -1.08638 -1.86531 -0.2 0.4 0.2
H -2.09025 -0.81192 2.04506 0.1 -0.4 0.0
C -1.51648 -3.42950 -3.32897 -0.3 -0.3 0.1
C 2.19993 2.38576 0.68739 -0.2 -0.4 0.1
H -2.14537 2.24089 -2.79508 0.1 -0.2 -0.1
C 3.66126 -1.81010 1.44284 -0.1 -0.4 -0.1
C 1.77173 -0.57406 -2.31649 0.5 0.1 0.0
H 1.61368 -2.81920 -4.61019 0.0 -0.2 0.0
H -3.88575 -1.58233 -1.80022 0.6 0.1 -0.3
C -2.77296 -3.02137 -2.92309 0.1 0.2 0.2
Cl -5.77919 5.49682 -0.35233 0.0 -0.2 0.1
C 1.60107 2.94888 -1.78889 -0.1 -0.3 -0.7
H 2.42530 0.88624 4.28063 -0.2 0.0 -0.4
O -3.50892 -5.34849 -0.70292 -0.6 1.1 1.5
H 1.25070 -6.00034 -2.53713 -0.2 0.2 -0.1
H -3.55797 1.73329 -0.81213 0.0 -0.3 -0.2
N -2.14342 4.13461 5.62545 -1.4 0.5 -2.2
O -2.99159 4.40266 -0.06857 -1.2 1.0 2.5
C 2.08342 -3.67276 -1.99836 0.5 0.1 0.2
C -5.00350 5.03977 1.09493 -0.8 -0.1 0.7
H 4.40081 -1.38213 0.75560 -0.2 -0.1 0.0
H -1.45062 -4.23529 -4.07044 0.1 0.2 0.6
C 2.40938 -1.60339 3.56260 -0.2 -0.3 0.2
H 0.66133 -3.77024 0.47172 -0.5 0.2 0.2
C 1.06720 -0.81855 -0.19057 -1.2 1.0 0.8
C -5.66888 4.91087 2.28461 0.3 0.1 -1.0
C -3.49912 4.57806 3.46538 1.3 0.0 -1.3
C 2.46334 0.96622 0.85564 -0.4 0.6 0.8
C 3.97431 3.20935 -0.93171 0.2 0.0 0.1
H 4.14839 3.74203 -1.87698 0.0 -0.1 0.2
C 0.30989 -1.06088 0.93970 0.6 -0.5 -0.2
H -1.25556 0.63318 0.39372 0.1 0.1 -0.2
C -1.90701 1.17731 -2.94773 0.0 -0.2 -0.2
C 0.39215 -5.31432 -2.54302 -0.2 -0.3 0.1
H -0.33930 -5.69672 -3.26507 0.2 0.0 0.3
C 1.31888 -3.83882 -4.33321 0.2 0.1 -0.3
H 2.78644 -2.62009 3.73047 0.0 0.2 0.1
C -1.14150 1.10504 -0.58594 0.3 0.4 0.4
H 2.35463 -1.09583 4.53367 0.0 -0.2 -0.2
H -0.05738 -5.34515 -1.54096 0.1 0.0 -0.3
C -1.45453 4.92088 2.25105 3.2 0.6 -0.1
O -4.95753 -4.20501 0.50252 1.7 -0.6 -0.5
H -1.25890 -5.40865 0.26453 0.0 0.3 -0.1
N -0.31556 5.18264 2.25590 -2.6 -0.3 0.1
H 4.44860 0.08591 4.21662 0.1 -0.2 -0.2
H 3.58512 0.53568 -1.77677 -0.3 0.0 0.0
C -0.35606 -2.92100 -2.71403 0.0 -0.2 -0.1
H -3.67036 -3.58581 -3.19299 0.4 0.2 0.0
H 1.75396 1.95652 -2.21054 -0.2 0.2 0.1
C -2.94310 -2.74404 1.60509 0.2 -0.3 -0.4
H 0.53987 3.08320 -1.53502 0.3 -0.1 -0.1
H 1.79164 -0.73416 -3.38759 0.0 0.0 0.3
H 1.09182 4.89715 -0.17090 0.3 0.0 0.0
C 1.65010 2.47568 3.07971 0.1 -0.4 0.0
C 4.63653 -0.54303 3.33760 0.2 0.2 -0.1
H 2.62758 -2.75713 -2.23862 0.0 -0.1 0.2
O -5.52968 4.32707 4.61640 0.9 0.5 -1.9
H 1.39931 -1.68589 3.14882 0.2 -0.1 0.1
H 1.86463 3.65932 -2.58830 -0.2 -0.1 0.2
C 0.86193 -3.88241 -2.87247 -0.3 0.0 -0.3
Cl -7.35276 5.11953 2.41415 0.1 0.0 0.0
N 2.15813 0.05378 -0.21511 0.8 -0.5 -0.5
C -0.45641 -1.69549 -2.01664 -0.6 -0.4 -0.3
C -3.55412 4.72411 0.98735 0.3 -0.6 -2.4
C 2.48244 3.25150 -0.58257 -0.6 0.2 0.2



Entry 6:
7
Properties=species:S:1:pos:R:3:forces:R:3 method="wB97M-V/def2-TZVPD" gap_ha="0.2895 / 0.3012" lumo_ev="-1.0233 / -1.2635" energy_ha=-584.92643 e_above_lowest_kj_mol=458.13
N 0.80483 -1.32757 -0.37904 -0.2 0.2 -0.8
C -0.57288 0.92914 0.67170 0.2 -0.2 0.7
N 0.27343 -0.55681 -1.10027 0.3 -0.4 -1.2
C -0.43109 0.69330 -0.55833 -0.2 0.3 -0.7
H -0.74360 1.24108 -1.42504 -0.1 0.2 -0.1
S 1.08731 -1.61290 1.11247 0.1 0.0 1.4
H -0.41801 0.63376 1.67851 0.0 0.1 0.6



Entry 7:
19
Properties=species:S:1:pos:R:3:forces:R:3 method="wB97M-V/def2-TZVPD" gap_ha="0.2845 / 0.2711" lumo_ev="-0.5455 / -1.0711" energy_ha=-538.63309 e_above_lowest_kj_mol=496.96
H -0.64293 -2.04367 3.00733 -0.3 1.4 -0.6
C 0.15753 -1.97068 1.17147 -1.2 0.3 -0.8
C 0.60805 -0.38626 -0.50865 -1.2 1.7 -1.1
H 0.04839 2.94944 -1.09632 1.4 1.0 -1.7
C -0.09834 -0.84094 -2.80427 -1.7 1.7 0.8
H -1.61431 0.37426 3.12131 0.7 -0.5 -1.4
H -0.64312 0.01981 -3.40618 0.8 -2.3 0.9
O -0.47342 2.53666 -0.46130 -1.4 -1.8 2.1
H 0.36934 -3.02330 1.20221 0.2 -0.2 0.7
C -0.48707 1.07192 1.49322 -0.7 -2.6 0.7
C -0.97633 0.09855 2.21023 -0.4 -0.7 1.7
O 0.48422 0.03263 -1.74888 0.9 0.2 -0.3
O 1.58910 2.08026 0.58906 1.6 -0.2 0.5
H -0.86141 -1.50179 -2.16027 1.8 0.9 -2.2
C -0.55121 -1.34555 2.12566 0.4 -0.6 1.2
H 0.72956 -1.28132 -3.45836 -1.3 0.1 1.3
N 0.34599 -1.51057 -0.11337 0.5 -1.3 0.7
B 0.28139 1.73806 0.45008 -0.4 2.7 -2.4
H 1.73456 3.00248 0.38702 0.2 0.2 -0.1